{"formula": "C36H45N5O4PS2Ti", "method": "ωB97M-V with the def2-TZVPD basis set", "elements": ["Ti", "O", "S", "O", "O", "C", "C", "C", "C", "C", "C", "P", "C", "C", "C", "C", "C", "C", "C", "C", "C", "C", "C", "C", "H", "H", "H", "H", "H", "H", "H", "H", "H", "H", "H", "H", "H", "H", "N", "C", "C", "N", "H", "H", "H", "H", "H", "H", "H", "H", "O", "C", "C", "C", "C", "C", "C", "C", "C", "C", "C", "C", "C", "C", "N", "H", "H", "H", "H", "H", "H", "H", "H", "H", "H", "H", "H", "H", "H", "H", "H", "H", "S", "C", "N", "C", "C", "N", "H", "H", "H", "H", "H", "H"], "coordinates": [[-0.48, -0.18, 0.32], [-1.66, 3.50, -0.09], [-1.33, 2.22, -0.64], [-2.16, 1.08, -0.17], [0.06, 1.74, -0.36], [-1.52, 2.26, -2.39], [-2.04, 3.41, -2.97], [-2.27, 3.42, -4.33], [-2.00, 2.29, -5.09], [-1.48, 1.15, -4.49], [-1.22, 1.12, -3.13], [-0.43, -0.37, -2.39], [1.22, -0.31, -3.15], [1.75, 0.92, -3.54], [3.03, 0.99, -4.06], [3.79, -0.16, -4.22], [3.26, -1.39, -3.84], [1.99, -1.46, -3.29], [-1.35, -1.72, -3.16], [-2.61, -2.00, -2.65], [-3.40, -2.99, -3.21], [-2.93, -3.71, -4.30], [-1.67, -3.44, -4.82], [-0.88, -2.44, -4.26], [-2.26, 4.27, -2.35], [-2.67, 4.31, -4.80], [-2.19, 2.30, -6.16], [-1.27, 0.28, -5.10], [1.18, 1.83, -3.44], [3.44, 1.95, -4.36], [4.79, -0.11, -4.63], [3.84, -2.29, -3.95], [1.60, -2.42, -2.97], [-3.00, -1.42, -1.82], [-4.39, -3.19, -2.81], [-3.54, -4.49, -4.74], [-1.30, -4.00, -5.66], [0.09, -2.23, -4.68], [-2.30, -1.33, 0.92], [-2.57, -1.17, 2.37], [-2.21, 0.24, 2.79], [-0.80, 0.51, 2.40], [-3.04, -0.87, 0.39], [-2.32, -2.31, 0.66], [-1.94, -1.89, 2.89], [-3.60, -1.41, 2.61], [-2.36, 0.37, 3.87], [-2.84, 0.96, 2.29], [-0.18, -0.02, 3.00], [-0.61, 1.49, 2.59], [0.72, -2.81, -0.84], [0.47, -1.92, -0.06], [0.04, -3.32, 3.96], [0.74, -3.99, 2.77], [-0.23, -4.30, 1.63], [2.00, -3.21, 2.44], [3.18, -3.71, 2.97], [4.37, -3.01, 2.90], [4.38, -1.76, 2.31], [3.22, -1.21, 1.75], [3.35, 0.19, 1.18], [3.19, 0.28, -0.33], [2.47, 1.21, 1.91], [2.04, -1.96, 1.79], [0.87, -1.47, 1.11], [-0.93, -3.79, 4.17], [-0.12, -2.26, 3.77], [0.65, -3.39, 4.86], [1.10, -4.96, 3.12], [-0.81, -3.43, 1.34], [-0.94, -5.06, 1.97], [0.28, -4.67, 0.75], [3.16, -4.68, 3.47], [5.28, -3.43, 3.31], [5.29, -1.19, 2.27], [4.38, 0.49, 1.39], [2.16, 0.12, -0.64], [3.80, -0.46, -0.84], [3.47, 1.28, -0.68], [1.43, 1.15, 1.61], [2.79, 2.23, 1.68], [2.52, 1.08, 3.00], [0.28, 3.42, 3.49], [-0.83, 4.67, 3.47], [-0.80, 5.74, 4.28], [-1.87, 6.70, 4.01], [-2.52, 6.10, 2.75], [-1.90, 4.78, 2.64], [-0.16, 5.78, 5.05], [-1.46, 7.69, 3.83], [-2.57, 6.76, 4.84], [-2.33, 6.70, 1.86], [-3.60, 6.01, 2.87], [-1.83, 4.30, 1.75]], "mulliken_charge": [-0.19, -0.82, 1.96, -0.73, -0.60, 0.71, -0.58, -0.75, -0.83, -0.59, -1.52, 2.70, 0.25, -0.78, -0.79, -0.64, -1.05, -0.23, 0.77, -0.91, -0.80, -0.63, -0.85, -0.06, 0.56, 0.44, 0.44, 0.53, 0.34, 0.46, 0.42, 0.44, 0.59, 0.26, 0.45, 0.40, 0.45, 0.58, -0.21, -0.41, -0.86, 0.21, 0.46, 0.43, -0.08, 0.52, 0.58, 0.33, 0.40, -0.58, -0.58, 0.05, -1.28, 0.86, -1.82, 0.07, -1.23, -1.36, -1.25, 0.61, 0.34, -1.81, -1.37, 0.22, 1.88, 0.37, 0.15, 0.42, 0.66, 0.11, 0.52, 0.39, 0.40, 0.40, 0.43, 0.86, 0.32, 0.46, 0.51, 0.16, 0.50, 0.47, -0.43, 0.24, -0.18, -0.50, -0.49, -0.03, 0.20, 0.30, 0.29, 0.28, 0.32, 0.31], "gap_ev": 7.48, "e_lumo_ha": -0.1093, "relative_energy_ev": 0.7626, "charge": 1}